1.
{
  "formula": "C61H72BrIN11O19P2",
  "method": "the ωB97M-V functional and the def2-TZVPD basis",
  "symbols": ["C", "C", "O", "O", "C", "C", "C", "C", "C", "C", "C", "C", "C", "C", "C", "N", "C", "C", "C", "C", "N", "Br", "C", "N", "C", "O", "C", "C", "O", "P", "C", "O", "N", "P", "N", "O", "C", "C", "C", "O", "I", "H", "H", "H", "H", "H", "H", "H", "H", "H", "H", "H", "H", "H", "H", "H", "H", "H", "H", "H", "H", "H", "H", "H", "H", "H", "H", "H", "H", "H", "H", "H", "H", "H", "H", "H", "H", "H", "H", "H", "H", "H", "H", "C", "C", "C", "C", "C", "C", "N", "O", "O", "H", "H", "H", "H", "H", "C", "C", "C", "C", "C", "C", "N", "O", "O", "H", "H", "H", "H", "H", "C", "C", "C", "C", "C", "C", "N", "O", "O", "H", "H", "H", "H", "H", "C", "C", "C", "C", "C", "C", "N", "O", "O", "H", "H", "H", "H", "H", "C", "C", "C", "C", "C", "C", "N", "O", "O", "H", "H", "H", "H", "H", "C", "C", "C", "C", "C", "C", "N", "O", "O", "H", "H", "H", "H", "H"],
  "coordinates": [[4.339, 1.557, 0.714], [4.844, 0.233, 0.038], [5.963, 0.186, -0.393], [3.940, -0.803, 0.041], [4.189, -1.763, -1.015], [3.910, -1.236, -2.462], [2.468, -1.625, -2.997], [1.339, -1.314, -1.942], [0.024, -0.673, -2.589], [-0.121, 0.813, -2.039], [-0.364, 0.848, -0.494], [-1.100, -0.418, 0.093], [-2.594, -0.592, -0.356], [-3.419, -1.476, 0.690], [-3.632, -2.917, 0.110], [-2.305, -3.566, 0.008], [-1.787, -4.092, -1.176], [-0.494, -4.636, -0.778], [-0.243, -4.403, 0.658], [-1.452, -3.717, 1.077], [-1.051, 2.050, 0.047], [-0.051, 3.043, 1.264], [-1.789, 2.816, -0.860], [-2.892, 3.434, -0.463], [-3.680, 4.255, -1.442], [-3.012, 5.471, -1.790], [-2.986, 6.362, -0.712], [-1.579, 6.953, -0.342], [-3.938, 6.723, -0.088], [-3.488, 3.316, 1.234], [-5.349, 3.295, 1.254], [-2.958, 4.727, 2.005], [-1.501, 2.979, -2.276], [-0.201, 4.158, -2.561], [1.231, 3.742, -1.621], [0.379, 4.041, -4.156], [-1.294, 1.593, -2.775], [-1.284, 1.407, -4.337], [-2.358, 2.253, -5.091], [-2.563, 3.405, -4.944], [-3.547, 1.189, -6.590], [3.246, 1.730, 0.559], [4.576, 1.574, 1.811], [4.889, 2.416, 0.262], [5.241, -2.133, -0.865], [3.535, -2.648, -0.793], [4.062, -0.131, -2.535], [4.652, -1.748, -3.137], [2.451, -2.722, -3.251], [2.333, -1.092, -3.974], [1.789, -0.599, -1.199], [1.044, -2.281, -1.462], [0.223, -0.682, -3.695], [-0.887, -1.290, -2.415], [0.867, 1.282, -2.314], [0.656, 0.826, -0.019], [-0.563, -1.378, -0.088], [-1.115, -0.271, 1.210], [-2.672, -1.156, -1.327], [-3.124, 0.384, -0.493], [-4.420, -0.992, 0.854], [-2.886, -1.446, 1.669], [-4.048, -2.881, -0.928], [-4.313, -3.521, 0.758], [-2.263, -4.111, -2.171], [0.217, -5.158, -1.461], [0.629, -4.670, 1.281], [-1.707, -3.345, 2.094], [-4.668, 4.568, -1.016], [-3.925, 3.671, -2.366], [-0.860, 6.706, -1.166], [-1.697, 8.053, -0.193], [-1.283, 6.486, 0.633], [-5.652, 2.685, 2.139], [-5.829, 2.984, 0.298], [-5.694, 4.347, 1.480], [-2.333, 4.402, 2.680], [1.537, 4.644, -1.226], [1.945, 3.360, -2.247], [1.035, 3.317, -4.184], [-2.216, 1.020, -2.447], [-1.521, 0.329, -4.535], [-0.276, 1.588, -4.786], [3.987, 0.191, 7.853], [3.193, -0.706, 7.149], [2.686, -0.357, 5.907], [2.983, 0.891, 5.379], [3.769, 1.798, 6.077], [4.271, 1.443, 7.320], [2.469, 1.253, 4.056], [1.767, 0.443, 3.476], [2.774, 2.345, 3.603], [4.387, -0.087, 8.822], [2.973, -1.679, 7.569], [2.069, -1.063, 5.367], [3.998, 2.774, 5.669], [4.888, 2.140, 7.874], [3.313, 10.946, 0.091], [2.412, 10.132, 0.768], [2.257, 8.807, 0.392], [3.013, 8.307, -0.661], [3.910, 9.114, -1.348], [4.057, 10.439, -0.967], [2.871, 6.902, -1.045], [2.056, 6.220, -0.432], [3.567, 6.485, -1.947], [3.436, 11.981, 0.391], [1.833, 10.532, 1.591], [1.553, 8.180, 0.924], [4.496, 8.727, -2.171], [4.756, 11.078, -1.493], [7.777, -6.699, -0.157], [7.537, -5.491, -0.800], [6.330, -5.276, -1.448], [5.368, -6.278, -1.441], [5.600, -7.491, -0.808], [6.812, -7.699, -0.164], [4.081, -6.045, -2.103], [3.916, -4.975, -2.666], [3.247, -6.930, -2.051], [8.719, -6.862, 0.353], [8.293, -4.714, -0.793], [6.152, -4.332, -1.946], [4.854, -8.274, -0.806], [7.003, -8.641, 0.335], [1.971, 1.067, 13.617], [2.168, 1.790, 12.447], [1.793, 1.251, 11.225], [1.217, -0.012, 11.188], [1.022, -0.745, 12.351], [1.403, -0.200, 13.569], [0.797, -0.575, 9.902], [1.000, 0.088, 8.898], [0.266, -1.671, 9.907], [2.260, 1.493, 14.571], [2.613, 2.777, 12.488], [1.951, 1.822, 10.319], [0.578, -1.731, 12.323], [1.253, -0.762, 14.483], [-2.994, -6.801, 0.279], [-3.825, -7.678, 0.967], [-3.904, -9.009, 0.580], [-3.143, -9.450, -0.492], [-2.316, -8.580, -1.190], [-2.244, -7.249, -0.800], [-3.205, -10.861, -0.889], [-3.955, -11.592, -0.267], [-2.500, -11.221, -1.814], [-2.931, -5.766, 0.587], [-4.410, -7.325, 1.807], [-4.554, -9.684, 1.122], [-1.726, -8.922, -2.030], [-1.599, -6.562, -1.335], [-5.734, -0.409, -9.351], [-5.911, 0.787, -10.036], [-7.094, 1.027, -10.721], [-8.092, 0.063, -10.708], [-7.922, -1.137, -10.032], [-6.736, -1.371, -9.352], [-9.355, 0.324, -11.410], [-9.463, 1.379, -12.007], [-10.222, -0.529, -11.350], [-4.810, -0.591, -8.813], [-5.126, 1.534, -10.034], [-7.223, 1.961, -11.252], [-8.699, -1.891, -10.025], [-6.593, -2.303, -8.819]],
  "lumo_ev": -4.13,
  "charge": 1
}



2.
{
  "formula": "C61H79NO4",
  "method": "the ωB97M-V functional and the def2-TZVPD basis",
  "symbols": ["C", "C", "C", "C", "C", "C", "C", "C", "C", "C", "C", "C", "C", "N", "O", "C", "O", "C", "C", "O", "C", "C", "C", "O", "H", "H", "H", "H", "H", "H", "H", "H", "H", "H", "H", "H", "H", "H", "H", "H", "H", "H", "H", "H", "H", "H", "H", "H", "H", "H", "H", "H", "H", "H", "H", "H", "H", "H", "H", "H", "H", "C", "C", "C", "C", "C", "C", "H", "H", "H", "H", "H", "H", "C", "C", "C", "C", "C", "C", "H", "H", "H", "H", "H", "H", "C", "C", "C", "C", "C", "C", "H", "H", "H", "H", "H", "H", "C", "C", "C", "C", "C", "C", "H", "H", "H", "H", "H", "H", "C", "C", "C", "C", "C", "C", "H", "H", "H", "H", "H", "H", "C", "C", "C", "C", "C", "C", "H", "H", "H", "H", "H", "H", "C", "C", "C", "C", "C", "C", "H", "H", "H", "H", "H", "H"],
  "coordinates": [[4.473, 4.712, 3.517], [3.457, 4.141, 2.372], [3.114, 2.559, 2.631], [1.632, 2.205, 2.123], [1.201, 0.670, 2.456], [-0.168, 0.260, 1.689], [-1.286, -0.370, 2.706], [-2.306, 0.825, 3.031], [-3.265, 0.906, 1.740], [-3.539, 2.389, 1.185], [-5.112, 2.797, 1.180], [-5.598, 3.319, -0.261], [-5.114, 4.827, -0.606], [-4.878, 5.691, 0.587], [-1.514, 1.971, 3.431], [-1.250, 1.751, 4.843], [-0.433, 2.386, 5.563], [-2.216, 0.567, 5.425], [-3.339, 0.700, 4.251], [-3.735, 2.107, 4.440], [-5.065, 2.198, 5.013], [-5.460, 3.777, 4.963], [-5.023, 4.579, 6.278], [-6.849, 3.955, 4.584], [3.994, 5.498, 4.190], [5.365, 5.177, 2.977], [4.898, 3.849, 4.158], [2.517, 4.804, 2.452], [3.992, 4.286, 1.364], [3.270, 2.320, 3.752], [3.930, 1.980, 2.071], [1.561, 2.413, 0.995], [0.896, 2.881, 2.684], [2.002, -0.081, 2.142], [1.089, 0.639, 3.606], [0.053, -0.492, 0.844], [-0.588, 1.199, 1.158], [-0.696, -0.762, 3.600], [-1.761, -1.261, 2.154], [-4.280, 0.409, 1.974], [-2.797, 0.252, 0.909], [-2.933, 3.212, 1.710], [-3.212, 2.399, 0.076], [-5.765, 1.872, 1.419], [-5.313, 3.555, 2.016], [-6.755, 3.338, -0.244], [-5.318, 2.604, -1.122], [-5.994, 5.315, -1.179], [-4.230, 4.854, -1.349], [-3.943, 5.561, 0.991], [-5.617, 5.572, 1.291], [-2.657, 0.711, 6.468], [-1.777, -0.503, 5.423], [-4.170, -0.077, 4.212], [-5.028, 1.864, 6.116], [-5.767, 1.545, 4.391], [-4.828, 4.210, 4.093], [-4.732, 5.672, 6.083], [-4.060, 4.071, 6.671], [-5.824, 4.510, 7.090], [-6.925, 3.467, 3.724], [-1.003, -1.091, 8.673], [-1.341, -1.088, 10.023], [-1.778, -2.260, 10.634], [-1.881, -3.434, 9.894], [-1.552, -3.435, 8.542], [-1.112, -2.265, 7.932], [-0.656, -0.179, 8.199], [-1.262, -0.172, 10.600], [-2.038, -2.258, 11.688], [-2.220, -4.348, 10.371], [-1.638, -4.349, 7.964], [-0.853, -2.267, 6.878], [6.934, 1.313, -1.207], [5.675, 1.244, -0.619], [4.673, 2.127, -1.010], [4.932, 3.084, -1.987], [6.194, 3.159, -2.569], [7.194, 2.273, -2.181], [7.712, 0.620, -0.907], [5.474, 0.500, 0.145], [3.691, 2.072, -0.552], [4.151, 3.771, -2.294], [6.398, 3.908, -3.327], [8.177, 2.330, -2.637], [4.940, 1.661, -5.493], [4.888, 1.820, -6.875], [3.812, 1.310, -7.594], [2.789, 0.635, -6.932], [2.846, 0.468, -5.552], [3.920, 0.982, -4.832], [5.775, 2.065, -4.931], [5.686, 2.344, -7.391], [3.769, 1.436, -8.671], [1.949, 0.239, -7.493], [2.052, -0.062, -5.036], [3.964, 0.854, -3.755], [-0.747, -1.104, -8.860], [-0.761, -0.848, -7.492], [-1.832, -0.167, -6.922], [-2.888, 0.263, -7.721], [-2.870, 0.014, -9.090], [-1.801, -0.670, -9.660], [0.085, -1.641, -9.303], [0.063, -1.180, -6.870], [-1.844, 0.030, -5.855], [-3.725, 0.791, -7.276], [-3.690, 0.354, -9.714], [-1.788, -0.865, -10.727], [-8.106, -3.551, 8.837], [-7.340, -4.438, 9.587], [-6.068, -4.070, 10.015], [-5.560, -2.815, 9.690], [-6.323, -1.932, 8.932], [-7.596, -2.298, 8.507], [-9.100, -3.835, 8.509], [-7.734, -5.417, 9.838], [-5.472, -4.760, 10.603], [-4.570, -2.527, 10.026], [-5.925, -0.955, 8.674], [-8.192, -1.608, 7.918], [7.030, -3.809, -7.926], [7.093, -2.556, -8.528], [6.262, -1.530, -8.088], [5.365, -1.757, -7.049], [5.296, -3.013, -6.453], [6.129, -4.039, -6.890], [7.682, -4.607, -8.265], [7.790, -2.379, -9.341], [6.313, -0.552, -8.556], [4.720, -0.957, -6.704], [4.593, -3.192, -5.646], [6.077, -5.017, -6.423], [3.410, -6.731, -9.515], [3.197, -8.059, -9.871], [4.189, -9.009, -9.645], [5.397, -8.629, -9.067], [5.613, -7.299, -8.720], [4.620, -6.350, -8.942], [2.634, -5.992, -9.685], [2.256, -8.355, -10.324], [4.021, -10.045, -9.920], [6.169, -9.369, -8.889], [6.557, -7.001, -8.274], [4.788, -5.314, -8.669]],
  "lumo_ev": 0.35
}